The following is a DFT calculation (ωB97M-V/def2-TZVPD) of C12H9Cl4NO7Ru as an isolated structure at a distorted geometry.

For the HOMO energy (spin up / spin down), the calculation gives -8.918 / -9.439 eV. The multiplicity is 5. The LUMO energy (spin up / spin down) comes out at -0.9 / -3.0 eV. Its expectation value of S² is 6.027.

Positions of all 34 atoms, in Å:
Ru: -0.149 0.325 -0.225
O: 0.437 -1.863 -0.793
C: -0.548 -2.892 -0.943
C: -1.634 -2.709 0.088
N: -2.075 -1.318 0.079
C: -2.568 -0.882 1.388
C: -1.388 -0.820 2.336
O: -1.431 -1.373 3.415
O: -0.368 -0.174 1.852
C: -3.002 -1.011 -0.998
C: -2.919 0.453 -1.352
O: -3.814 1.030 -1.904
O: -1.781 1.037 -1.002
H: 0.956 -2.016 0.013
H: -0.927 -2.790 -1.957
H: -0.079 -3.870 -0.848
H: -2.463 -3.397 -0.121
H: -1.251 -2.947 1.081
H: -2.983 0.121 1.282
H: -3.330 -1.553 1.791
H: -2.732 -1.570 -1.895
H: -4.039 -1.252 -0.748
Cl: 4.566 5.178 -0.196
C: 3.751 3.678 -0.123
C: 4.518 2.469 0.033
Cl: 6.218 2.575 0.115
C: 3.907 1.245 0.120
Cl: 4.779 -0.217 0.319
C: 2.504 1.174 0.043
O: 1.836 0.075 0.138
C: 1.737 2.379 -0.148
O: 0.464 2.248 -0.238
C: 2.389 3.636 -0.210
Cl: 1.421 5.032 -0.390